(1)
DFT (the ωB97M-V functional and the def2-TZVPD basis) results for a 2-piece molecular cluster, C6H13N2 overall.

Geometry as XYZ:
```
21
Properties=species:S:1:pos:R:3:forces:R:3
C 2.3588 -0.0984 0.6980 0.2 1.8 2.4
C 1.1680 0.8704 0.7642 2.2 -1.3 -0.6
C -1.8794 0.0155 -0.2763 2.3 -0.9 -1.6
C 2.4972 -1.2304 -0.2362 -0.7 1.1 -2.4
C -2.9171 0.1673 0.7449 1.3 1.1 1.4
C -1.0501 1.0571 -0.6086 0.4 0.0 -2.3
N 2.1701 1.2782 0.1266 1.1 0.2 0.6
N -1.7074 -1.1957 -0.8690 -0.4 -1.6 0.8
H 2.9736 -0.0779 1.6840 -1.1 -0.3 -1.9
H 2.6367 -0.8332 -1.2814 0.1 -0.3 1.0
H 1.6883 -1.9207 -0.3582 -1.0 -0.1 0.5
H 3.3083 -1.8249 0.0096 1.8 -1.0 0.4
H -3.5159 -0.7251 1.0179 0.4 0.8 -0.3
H -3.4272 0.9901 0.2434 -1.1 -0.1 1.0
H -2.2974 0.6027 1.6327 -1.7 -0.7 -1.1
H -0.4708 1.0992 -1.5916 -0.8 -0.6 1.5
H 0.1228 1.0577 0.5799 -1.7 0.2 0.6
H -1.1886 2.0443 -0.2412 -0.7 0.7 0.4
H 2.6046 2.1414 -0.2096 -0.2 -0.4 -0.1
H -0.9051 -1.4451 -1.4942 -1.3 0.6 1.0
H -2.1694 -1.9726 -0.3349 0.9 0.9 -1.3
```
Forces are in eV/Å.

## Properties
**Total energy**: -345.51751 Eh
**Total charge**: +1
**Relative energy (zero: lowest compared OMol25 entry of this formula, charge and spin)**: 468.7 kJ/mol
**Spin multiplicity**: 1
**Max |F|**: 3.1 eV Å⁻¹

***

(2)
DFT (the ωB97M-V functional and the def2-TZVPD basis) results for a 2-piece molecular cluster, C6H13N2 overall.

Geometry as XYZ:
```
21
Properties=species:S:1:pos:R:3:forces:R:3
C -0.0224 -1.1200 0.8196 0.7 2.6 -3.8
C -0.2268 -0.5331 -0.4068 -1.5 -0.7 1.7
C 1.3739 -1.1504 1.2439 1.2 0.0 0.3
C 2.1372 -0.3976 0.1277 1.7 -1.1 0.5
C 1.0297 1.3681 -1.2108 0.6 -0.6 -1.1
C -2.7295 0.9371 -0.0892 -0.9 0.5 -1.7
N 1.1156 -0.0778 -0.9242 -0.9 0.7 1.7
N -3.1897 -0.1773 0.3676 1.0 -1.8 1.4
H -0.7648 -1.4079 1.4676 -1.8 -0.8 1.2
H 1.5590 -0.6788 2.2179 -0.2 0.0 -0.2
H 1.6740 -2.1755 1.3603 0.6 -0.6 0.0
H 2.6623 0.4780 0.7021 -0.8 -1.3 -2.2
H 2.7785 -1.0761 -0.5235 0.3 1.0 1.9
H 0.0212 1.6577 -1.2514 -1.3 0.2 -0.2
H 1.4741 1.8533 -0.3877 0.7 0.8 0.6
H 1.4915 1.5593 -2.1709 0.3 0.4 0.1
H -3.0327 1.2443 -1.1166 0.7 -0.9 0.5
H -2.3901 1.8208 0.4509 0.2 -0.9 0.8
H -2.9388 -0.5119 1.3581 -0.6 0.9 -2.0
H 1.3345 -0.6300 -1.7348 -0.1 0.1 -0.6
H -3.3567 -0.9820 -0.2996 -0.1 1.5 0.9
```
Forces are in eV/Å.

## Properties
**Total energy**: -345.51149 Eh
**Total charge**: +1
**Relative energy (zero: lowest compared OMol25 entry of this formula, charge and spin)**: 484.5 kJ/mol
**Spin multiplicity**: 1
**Max |F|**: 4.7 eV Å⁻¹

***

(3)
DFT (the ωB97M-V functional and the def2-TZVPD basis) results for a 2-piece molecular cluster, C6H13N2 overall.

Geometry as XYZ:
```
21
Properties=species:S:1:pos:R:3:forces:R:3
C 0.8196 2.9804 1.2039 -0.8 0.6 -2.0
C 1.1500 2.3059 0.0957 0.0 -1.9 2.7
C 1.7753 0.9875 0.1214 1.1 -0.7 1.9
C -0.0809 -0.4490 0.8179 2.4 3.6 0.4
C -2.1499 -1.6024 0.4673 -2.6 -0.9 3.1
C -0.4416 -1.7820 -1.0888 1.1 0.6 -4.2
N -0.8235 -1.1776 0.1335 -1.4 -1.4 0.3
N 2.2999 0.4691 -0.9888 -1.1 0.3 -0.7
H 0.3745 3.9688 1.0606 0.1 -0.3 0.3
H 0.7529 2.5304 2.1508 0.8 -0.3 1.3
H 0.7835 2.5288 -0.8218 -0.5 1.7 -2.8
H 2.2824 0.7286 1.0992 -0.7 0.0 -1.4
H -0.5699 0.2205 1.5468 -0.3 -1.1 0.4
H -2.6920 -0.9978 1.2596 1.0 0.1 -1.2
H -2.7546 -1.6427 -0.4305 -0.2 -0.3 0.1
H -2.1463 -2.5971 1.0663 0.3 1.2 -1.7
H -0.7522 -1.0121 -1.9721 0.6 -1.9 1.9
H 0.6533 -1.9567 -1.2098 -0.9 0.3 0.5
H -0.9588 -2.7301 -1.3059 0.2 0.5 0.4
H 1.8165 0.7013 -1.8889 1.0 -0.4 1.1
H 2.7844 -0.4214 -0.9200 -0.1 0.4 -0.2
```
Forces are in eV/Å.

## Properties
**Total energy**: -345.53179 Eh
**Total charge**: +1
**Relative energy (zero: lowest compared OMol25 entry of this formula, charge and spin)**: 431.2 kJ/mol
**Spin multiplicity**: 1
**Max |F|**: 4.4 eV Å⁻¹

***

(4)
DFT (the ωB97M-V functional and the def2-TZVPD basis) results for an isolated ion of composition C6H13N2 and charge +1.

Geometry as XYZ:
```
21
Properties=species:S:1:pos:R:3:forces:R:3
C -2.0779 0.9362 0.5306 -1.5 -1.7 -2.7
C -1.9485 0.2089 -0.8277 -1.6 1.1 -1.0
C 0.1571 -0.5361 0.3068 0.0 2.7 3.2
C 0.0126 -1.8664 0.8187 -1.2 -2.4 2.4
C 1.4530 1.6312 0.1548 2.2 1.3 2.2
C 1.5234 0.1490 0.5545 0.2 0.4 -1.6
N -1.2818 0.6503 1.3982 4.1 -1.5 1.0
N -0.5063 -0.2716 -0.9072 -1.2 2.6 -0.4
H -3.0588 1.3558 0.7130 -0.1 0.6 0.2
H -2.6281 -0.6224 -0.9265 0.0 -1.0 1.0
H -2.4163 0.7128 -1.7530 1.9 0.2 1.0
H 0.1883 -1.7375 1.9543 -0.4 -0.7 -1.7
H 0.6345 -2.7116 0.4314 0.3 1.1 0.2
H -1.0169 -2.2783 0.6425 0.6 0.6 0.5
H 1.0748 2.2269 1.0174 -0.4 -0.4 -0.9
H 0.8412 1.7099 -0.6993 -0.7 1.0 -1.0
H 2.4433 2.1968 -0.0840 -1.5 -1.6 0.2
H 1.7584 0.0061 1.6017 0.0 0.0 0.1
H 2.3856 -0.2688 -0.0523 -1.2 -0.3 0.6
H -0.5686 -1.1343 -1.3657 0.5 -1.3 -2.0
H 0.0161 0.5259 -1.2836 0.0 -0.7 -1.2
```
Forces are in eV/Å.

## Properties
**Total energy**: -345.53937 Eh
**Total charge**: +1
**Relative energy (zero: lowest compared OMol25 entry of this formula, charge and spin)**: 411.3 kJ/mol
**Spin multiplicity**: 1
**Max |F|**: 4.4 eV Å⁻¹

***

(5)
DFT (the ωB97M-V functional and the def2-TZVPD basis) results for a 2-piece molecular cluster, C6H13N2O overall.

Geometry as XYZ:
```
22
Properties=species:S:1:pos:R:3:forces:R:3
C 0.1074 -1.7814 -1.7648 0.5 -0.9 0.6
C -1.0450 -0.4913 1.7974 2.0 1.1 1.0
C -1.8549 0.1483 0.6745 0.2 -0.3 0.8
C 0.4274 -0.0524 1.5426 -1.6 1.0 0.5
C -0.8403 0.9719 -0.0784 -0.8 2.5 -1.0
C 1.5782 1.0292 -0.2676 -0.7 1.9 0.1
N 0.8353 -1.1424 -2.6191 0.3 -0.3 -0.6
N 0.4093 0.3197 0.1789 0.2 -1.4 -3.1
O -0.4390 -2.6277 -1.2174 0.5 1.6 -0.8
H -1.2457 0.0339 2.7356 -0.6 -1.0 0.2
H -0.9248 -1.5603 1.8361 -1.3 -0.5 0.3
H -2.1811 -0.6055 0.0396 -0.6 -1.6 -1.4
H -2.7998 0.5676 1.0100 0.4 0.7 0.1
H 0.5917 0.8651 2.0674 0.2 1.0 0.9
H 1.2154 -0.6796 1.8823 0.5 -1.1 -0.2
H -1.0670 0.9731 -1.2318 0.4 0.5 2.1
H -0.7591 2.0541 0.3637 -0.4 -1.5 -1.0
H 2.2795 0.2833 -0.5088 1.6 -0.4 -0.4
H 1.4262 1.8203 -1.0616 -0.2 -1.3 0.3
H 1.9032 1.6690 0.5549 0.6 -0.1 0.2
H 1.0637 -0.1505 -2.5223 -0.3 -0.3 0.4
H 1.3195 -1.6444 -3.4111 -0.9 0.4 1.1
```
Forces are in eV/Å.

## Properties
**Total energy**: -420.83051 Eh
**Total charge**: +1
**Relative energy (zero: lowest compared OMol25 entry of this formula, charge and spin)**: 321.6 kJ/mol
**Spin multiplicity**: 1
**Max |F|**: 3.4 eV Å⁻¹

***

(6)
DFT (the ωB97M-V functional and the def2-TZVPD basis) results for a 2-piece molecular cluster, C6H13N2O overall.

Geometry as XYZ:
```
22
Properties=species:S:1:pos:R:3:forces:R:3
C 1.1145 0.4050 2.2821 0.6 -0.8 -0.9
C 2.3339 0.7860 2.2401 3.2 -0.7 -0.5
C -0.3752 0.6499 -2.4449 -0.1 0.6 1.6
C -0.7044 2.0964 -2.4704 -3.1 -0.5 -0.7
C -0.3451 -1.5503 -1.4603 -0.9 2.1 2.9
C -0.4407 -1.2615 2.8647 -0.9 -3.2 -1.6
N -0.5520 -0.0556 -1.3763 1.5 -0.8 -1.5
N 0.1647 -0.2896 1.9576 -1.6 -0.2 0.6
O -1.0395 0.4579 -0.2465 -0.1 -0.3 0.4
H 3.1107 -0.0253 1.9042 -1.7 1.4 0.6
H 2.8102 1.7207 2.4595 -0.4 0.4 0.4
H 0.0557 0.1091 -3.2791 -0.2 0.2 0.0
H -1.4506 2.3764 -1.6298 2.0 -0.1 -1.1
H -1.3254 2.2406 -3.4023 0.4 -0.3 0.7
H 0.1384 2.7016 -2.7308 0.7 0.6 0.7
H -0.1594 -1.7448 -2.4445 0.6 -0.9 -2.4
H 0.4291 -1.9092 -0.7727 -0.3 0.3 -0.1
H -1.3440 -1.8093 -1.1840 -0.4 -1.3 0.2
H 0.2615 -2.0226 3.2710 0.2 0.9 -0.3
H -0.9795 -0.9026 3.7344 -0.4 0.5 -0.4
H -1.0833 -1.9403 2.1305 0.7 1.5 2.0
H -0.6198 -0.0326 0.5975 0.2 0.6 -0.5
```
Forces are in eV/Å.

## Properties
**Total energy**: -420.76911 Eh
**Total charge**: +1
**Relative energy (zero: lowest compared OMol25 entry of this formula, charge and spin)**: 482.8 kJ/mol
**Spin multiplicity**: 1
**Max |F|**: 3.7 eV Å⁻¹

***

(7)
DFT (the ωB97M-V functional and the def2-TZVPD basis) results for a 3-piece molecular cluster, C6H13N2O overall.

Geometry as XYZ:
```
22
Properties=species:S:1:pos:R:3:forces:R:3
C -0.2900 -0.7868 -1.2177 0.0 -2.5 -1.2
C -0.1709 0.4415 -1.5487 0.2 1.2 -0.4
C 0.7555 0.1737 1.8579 -0.1 0.9 -0.5
C 0.8336 -1.8608 -1.3019 0.2 4.0 -4.5
C -1.6799 -1.3758 -1.2971 -1.0 1.2 2.3
C 1.5656 -0.8783 2.3336 2.4 -0.1 3.7
N 0.2450 1.1036 1.4272 0.3 -1.0 0.9
N -0.7867 3.1194 0.4112 3.5 -0.8 -1.0
O -0.1439 1.6031 -1.7721 0.0 -0.3 0.2
H 1.7459 -1.2605 -1.6611 -0.9 -1.3 0.7
H 0.5565 -2.5560 -2.1353 0.3 0.3 1.2
H 0.9934 -2.2346 -0.3848 0.6 -2.0 3.0
H -2.0064 -1.5637 -0.2437 0.4 -1.0 -0.8
H -1.7807 -2.1558 -2.0107 0.3 -1.1 -0.1
H -2.4747 -0.7053 -1.5545 -0.1 1.0 -0.6
H 1.5114 -1.0094 3.5151 -0.3 0.2 -2.6
H 2.6429 -0.6385 2.1689 -0.7 0.3 0.0
H 1.4827 -1.7992 1.8461 -0.8 -1.4 -0.6
H -0.6069 2.3820 -0.3924 -0.4 2.0 0.7
H -1.6787 3.4370 0.4796 -3.9 0.2 0.5
H -0.3284 4.0272 0.2579 0.8 -0.7 -0.2
H -0.3853 2.5372 1.2225 -0.7 0.9 -0.7
```
Forces are in eV/Å.

## Properties
**Total energy**: -420.85058 Eh
**Total charge**: +1
**Relative energy (zero: lowest compared OMol25 entry of this formula, charge and spin)**: 268.9 kJ/mol
**Spin multiplicity**: 1
**Max |F|**: 6.0 eV Å⁻¹

***

(8)
DFT (the ωB97M-V functional and the def2-TZVPD basis) results for a 2-piece molecular cluster, C6H13N2O2 overall.

Geometry as XYZ:
```
23
Properties=species:S:1:pos:R:3:forces:R:3
C -1.9544 3.2080 -0.3970 -0.4 -1.9 -2.4
C 0.5445 -0.2042 0.3998 -0.7 1.4 -1.7
C -3.6472 3.2017 -2.1499 -0.3 1.8 -1.4
C 0.5225 -2.4380 -0.1725 0.5 -2.9 -2.7
C 2.5567 -1.1911 -0.0469 1.7 0.9 -1.6
C 1.3910 -1.8848 2.0678 -0.5 0.7 -2.3
N -2.6583 2.7963 -1.2864 2.1 0.3 2.7
N 1.2875 -1.4879 0.5808 0.3 0.7 3.1
O -1.0527 3.2873 0.3373 0.7 0.6 1.5
O 0.5339 0.4952 1.4514 1.0 0.8 0.4
H -4.5803 2.8832 -1.7924 -1.5 0.0 0.4
H -3.5695 4.2837 -2.3491 -0.5 -0.3 0.2
H -3.5084 2.7398 -3.0914 0.2 -0.6 -1.0
H 0.7468 -3.5403 0.0623 0.0 1.8 -0.1
H -0.4514 -2.2102 0.0983 -2.2 -0.2 0.2
H 0.6252 -2.3021 -1.3122 0.0 0.1 1.9
H 2.8752 -2.0856 -0.5522 0.6 -0.4 0.2
H 2.4581 -0.4514 -0.8674 -0.7 -0.4 0.3
H 3.3114 -0.7142 0.5729 -0.2 -0.5 0.6
H 1.6263 -2.8799 2.1794 0.4 -2.3 -0.1
H 2.1207 -1.3203 2.5095 1.9 1.5 0.9
H 0.4908 -1.6389 2.5301 -1.7 0.1 0.6
H 0.3317 1.4536 1.2275 -0.5 -1.1 0.2
```
Forces are in eV/Å.

## Properties
**Total energy**: -496.02674 Eh
**Total charge**: +1
**Relative energy (zero: lowest compared OMol25 entry of this formula, charge and spin)**: 470.1 kJ/mol
**Spin multiplicity**: 1
**Max |F|**: 4.0 eV Å⁻¹

***

(9)
DFT (the ωB97M-V functional and the def2-TZVPD basis) results for a 2-piece molecular cluster, C6H13N2O2 overall.

Geometry as XYZ:
```
23
Properties=species:S:1:pos:R:3:forces:R:3
C 3.2563 1.3349 -0.5841 -0.6 0.3 -0.1
C -3.7181 1.1946 0.7218 0.3 2.6 -0.2
C 2.7552 0.5391 0.3078 -0.8 -2.5 1.7
C -2.9193 0.7392 -0.2313 2.2 0.7 -1.5
C 1.5168 -0.3927 0.2862 1.2 2.3 2.5
C -2.4128 -0.6166 -0.3464 0.1 -4.4 -0.1
N 1.1746 -0.8474 -1.0409 -0.9 -1.7 -0.3
N 0.3186 0.2773 0.7571 -0.6 0.5 -0.5
O -3.2442 -1.5620 0.1863 0.0 0.5 0.8
O -1.4181 -1.0529 -0.9598 -1.1 1.4 0.5
H 4.0536 1.8971 -0.2128 1.3 1.0 -0.2
H 2.8279 1.5511 -1.5256 -0.2 0.1 -1.1
H -3.9676 2.2914 0.6418 0.2 -1.3 0.2
H -3.9859 0.7519 1.6645 -0.4 -0.8 -0.3
H 3.2882 0.4492 1.2560 -0.2 0.1 -0.1
H -2.3333 1.3978 -0.9854 -1.8 -0.8 1.2
H 1.6535 -1.1374 1.0854 0.3 -0.6 -1.2
H 1.7424 -1.6908 -1.3639 -1.3 1.4 0.4
H 1.2663 -0.0792 -1.6857 0.7 0.3 -0.6
H 0.0753 1.0266 0.1119 0.0 0.2 0.4
H 0.3350 0.6557 1.6928 0.4 -0.1 0.0
H -2.9240 -2.4878 0.4015 0.2 1.7 -1.0
H 0.0392 -0.8870 -0.9626 0.9 -1.1 -0.6
```
Forces are in eV/Å.

## Properties
**Total energy**: -496.10065 Eh
**Total charge**: +1
**Relative energy (zero: lowest compared OMol25 entry of this formula, charge and spin)**: 276.0 kJ/mol
**Spin multiplicity**: 1
**Max |F|**: 4.4 eV Å⁻¹

***

(10)
DFT (the ωB97M-V functional and the def2-TZVPD basis) results for an isolated ion of composition C6H13N2O3 and charge +1.

Geometry as XYZ:
```
24
Properties=species:S:1:pos:R:3:forces:R:3
C 1.3451 -0.4496 -0.8176 -0.1 -0.2 -5.9
C 0.3607 -0.0616 1.2807 0.4 -2.3 1.1
C -0.7606 0.8007 0.7632 0.5 0.0 0.2
C -1.9916 1.0154 -1.4337 -0.4 1.8 -1.3
C 3.3152 -1.0953 1.8447 -4.8 -1.3 1.0
C -1.4230 -1.9623 -1.4812 1.4 -1.8 2.9
N 1.5509 -0.1683 0.3388 -0.2 0.6 6.4
N -1.1525 0.2836 -0.5504 1.7 -1.8 -0.1
O 1.4253 -0.6006 -1.9472 0.0 -0.4 0.2
O 2.8676 -0.1645 0.7982 1.2 0.5 -0.8
O -1.6771 -1.1127 -0.3913 -0.5 2.0 1.7
H 0.6940 0.2568 2.2826 0.3 0.2 -0.7
H 0.0820 -1.1535 1.4065 -0.2 1.4 -0.1
H -1.5619 0.5860 1.4758 -0.2 0.8 0.2
H -0.3269 1.8843 0.8153 -1.5 -1.7 -0.7
H -1.7302 0.7271 -2.4846 0.2 1.1 0.7
H -3.0191 0.7416 -1.4234 -1.1 -0.6 0.8
H -2.0450 2.1449 -1.1936 0.8 -1.8 -0.7
H 4.3350 -1.0380 1.9865 2.3 0.4 -0.7
H 2.9522 -2.1759 1.6676 0.7 1.8 0.1
H 2.8868 -0.6961 2.8015 0.2 -0.7 -0.7
H -2.0220 -2.8707 -1.4270 -0.7 0.7 -0.2
H -0.4241 -2.3560 -1.4197 0.9 -0.4 0.4
H -1.3669 -1.4407 -2.3244 -0.8 1.8 -4.0
```
Forces are in eV/Å.

## Properties
**Total energy**: -571.14842 Eh
**Total charge**: +1
**Relative energy (zero: lowest compared OMol25 entry of this formula, charge and spin)**: 608.4 kJ/mol
**Spin multiplicity**: 1
**Max |F|**: 6.5 eV Å⁻¹